Molecular formula: C2H2ClO2
Method: DFT, the ωB97M-V functional and the def2-TZVPD basis

```
! RIJCOSX wB97M-V def2-TZVPD def2/J DEFGRID3
* xyz 1 1
C -0.15 0.17 -0.15
C -2.48 -0.12 0.03
O -2.24 -1.72 0.17
O -1.35 0.57 0.00
Cl -4.02 0.31 -0.09
H 0.80 0.81 -0.28
H -0.17 -0.96 -0.24
*
```

LUMO (alpha / beta) (eV): -7.9 / -8.2
ΔE to the lowest compared entry with this formula, charge and spin (kcal/mol): 112.6
E (eV): -18709.1444
Largest force on an atom (eV/A): 10.62

Molecular formula: C20H43OP3SeTb
Method: DFT, the ωB97M-V functional and the def2-TZVPD basis

```
! RIJCOSX wB97M-V def2-TZVPD def2/J DEFGRID3
* xyz 3 7
Tb 0.12 -0.04 0.62
P -1.70 -0.77 2.66
P 1.10 -2.66 0.02
P -2.09 -0.99 -0.92
H 0.84 2.47 -0.44
C -0.20 2.10 -0.50
C -1.05 2.16 0.59
H -0.72 2.58 1.55
C -1.01 -0.27 4.28
C -1.97 -2.56 2.97
C -3.42 -0.15 2.85
C 2.24 -2.83 -1.41
C 2.20 -3.04 1.44
C 0.18 -4.24 -0.13
C -3.45 0.19 -1.27
C -3.06 -2.47 -0.42
C -1.57 -1.45 -2.61
H -0.56 1.95 -1.53
H -2.13 2.05 0.50
H -0.76 0.80 4.28
H -0.09 -0.83 4.48
H -1.73 -0.47 5.08
H -1.00 -3.06 3.13
H -2.46 -3.04 2.11
H -2.59 -2.70 3.86
H -3.42 0.95 2.87
H -3.85 -0.52 3.79
H -4.05 -0.48 2.01
H 2.75 -3.81 -1.39
H 3.00 -2.04 -1.38
H 1.69 -2.73 -2.35
H 2.92 -3.83 1.19
H 1.60 -3.37 2.31
H 2.75 -2.14 1.73
H 0.88 -5.09 -0.22
H -0.46 -4.23 -1.02
H -0.44 -4.41 0.76
H -3.99 -0.14 -2.17
H -3.04 1.19 -1.45
H -4.15 0.25 -0.43
H -3.77 -2.71 -1.23
H -3.63 -2.29 0.50
H -2.39 -3.33 -0.27
H -2.46 -1.49 -3.24
H -1.07 -2.43 -2.62
H -0.86 -0.72 -3.03
C 1.80 2.17 -4.10
C 1.32 3.33 -3.48
C 1.32 4.55 -4.17
C 1.84 4.64 -5.47
C 2.40 3.49 -6.06
C 2.41 2.27 -5.38
Se 1.57 0.47 -3.24
H 2.12 0.94 -1.91
H 0.92 3.27 -2.47
H 0.90 5.44 -3.68
H 1.81 5.58 -6.01
H 2.84 3.56 -7.06
H 2.85 1.38 -5.83
C 1.59 3.01 3.23
C 1.97 1.62 2.89
C 3.11 1.04 3.63
O 1.37 0.95 2.00
H 2.41 3.44 3.82
H 0.69 3.03 3.87
H 1.39 3.64 2.36
H 3.30 -0.01 3.39
H 4.00 1.65 3.39
H 2.90 1.15 4.70
*
```

LUMO (alpha / beta) (eV): -11.0 / -10.8
E (eV): -139106.8527
⟨S²⟩: 12.675
Largest force on an atom (eV/A): 3.42

Molecular formula: C5H7NS
Method: DFT, the ωB97M-V functional and the def2-TZVPD basis

```
! RIJCOSX wB97M-V def2-TZVPD def2/J DEFGRID3
* xyz 0 1
C 0.59 0.24 -0.07
C -0.41 -0.26 -1.14
C -1.45 -0.41 -0.03
C -0.30 -0.38 0.99
C 2.00 -0.20 -0.10
H 1.22 2.27 0.96
H -0.61 0.44 -1.95
H -0.06 -1.22 -1.51
H -2.04 -1.29 -0.05
H -2.04 0.49 0.04
H 0.03 -1.37 1.20
H -0.52 0.19 1.89
N 3.11 -0.57 -0.11
S 0.47 2.06 -0.11
*
```

LUMO (eV): 0.7
ΔE to the lowest compared entry with this formula, charge and spin (kcal/mol): 23.2
E (eV): -17622.6407
Largest force on an atom (eV/A): 1.77
SMILES string: N#CC1(S)CCC1

Molecular formula: C6H12N2
Method: DFT, the ωB97M-V functional and the def2-TZVPD basis

```
! RIJCOSX wB97M-V def2-TZVPD def2/J DEFGRID3
* xyz 0 1
C -0.96 -0.44 1.15
C -0.10 -1.04 2.22
C 1.19 0.65 -1.99
C -0.47 0.04 -0.18
C 0.96 0.15 -0.58
N -1.41 -0.50 -1.20
C -1.00 1.12 0.71
N 1.88 -0.04 0.27
H -1.99 -0.81 1.15
H -1.14 -1.42 -1.54
H -1.54 0.14 -1.98
H 2.82 0.09 -0.11
H 0.96 -0.93 2.01
H -0.32 -0.57 3.19
H -0.31 -2.12 2.31
H 0.72 1.62 -2.13
H 2.25 0.75 -2.19
H 0.77 -0.04 -2.72
H -0.29 1.86 1.06
H -2.00 1.48 0.55
*
```

LUMO (eV): 0.9
ΔE to the lowest compared entry with this formula, charge and spin (kcal/mol): 33.5
E (eV): -9395.3974
Largest force on an atom (eV/A): 2.61
SMILES string: [H]/N=C(\C)[C@]1(N)C[C@@H]1C

Molecular formula: C4H7Cl
Method: DFT, the ωB97M-V functional and the def2-TZVPD basis

```
! RIJCOSX wB97M-V def2-TZVPD def2/J DEFGRID3
* xyz 0 1
C 1.17 0.87 -0.12
C -0.27 0.51 -0.16
C -0.69 -0.90 -0.55
C -0.91 -0.32 0.77
H 1.41 1.36 -1.08
H 1.43 1.49 0.86
H -0.68 1.48 -0.37
H -1.62 -1.19 -1.34
H 0.18 -1.59 -0.61
H -0.24 -0.85 1.43
H -1.99 -0.26 1.07
Cl 2.21 -0.58 0.10
*
```

LUMO (eV): 1.1
ΔE to the lowest compared entry with this formula, charge and spin (kcal/mol): 33.8
E (eV): -16781.9069
Largest force on an atom (eV/A): 5.07
SMILES string: ClCC1CC1